Molecular formula: C34H36BI2N8O3RuS2
Method: DFT, ωB97M-V with the def2-TZVPD basis set

The value obtained for the total energy is -95031.625 eV. Its spin multiplicity is 1. The lowest unoccupied orbital energy (spin up / spin down) is -0.2126 / -0.2175 hartree. Its total charge is +1. For the energy above the lowest of the compared OMol25 structures with the same formula, charge and spin, the calculation gives 25.1 kcal per mole.

Geometry as XYZ:
```
87
Properties=species:S:1:pos:R:3:forces:R:3:lowdin_charge:R:1
Ru 0.24564 0.06524 0.02749 0.7 -3.2 -1.2 1.39
C 0.79454 2.59583 -2.28109 -0.1 0.0 -0.1 -0.05
C 0.04546 1.55316 -3.12221 0.0 0.1 0.1 -0.37
C -0.19732 2.07651 -4.53337 0.0 -0.1 0.0 -0.05
C -1.24245 1.19607 -2.44561 0.1 0.0 0.1 -0.26
C -2.56230 1.43240 -2.82846 -0.1 0.0 0.0 0.01
C -3.33844 0.92008 -1.80637 0.0 0.1 -0.2 -0.04
N -2.52990 0.42392 -0.86622 -0.1 -0.1 0.1 -0.01
N -1.24566 0.58174 -1.25531 -0.2 0.1 -0.2 -0.06
B -2.82224 -0.11174 0.53872 0.0 0.2 -0.1 -0.49
N -2.13616 0.85637 1.53969 -0.2 -0.1 0.1 -0.01
C -2.61892 1.56792 2.56311 0.0 0.1 0.0 -0.02
C -1.64573 2.45427 2.98233 0.1 0.0 0.1 0.02
C -0.54256 2.22062 2.15146 -0.1 0.1 -0.1 -0.26
N -0.86680 1.23489 1.30605 0.3 0.1 0.0 -0.03
C 0.71796 3.02812 1.99116 -0.1 0.0 0.1 -0.37
C 1.57018 3.06884 3.25927 0.0 0.0 0.0 -0.04
C 0.32582 4.44897 1.56194 0.0 -0.1 -0.1 -0.05
N -2.10811 -1.46266 0.71971 0.1 0.0 0.1 -0.01
C -2.64723 -2.67089 0.77605 0.0 -0.1 0.0 -0.02
C -1.67253 -3.56700 1.17146 0.1 0.0 0.1 0.00
C -0.51328 -2.81795 1.34582 0.1 0.2 0.2 -0.26
N -0.78700 -1.51432 1.06696 -0.3 0.4 -0.6 -0.01
C 0.78590 -3.33355 1.91749 0.0 -0.1 -0.3 -0.35
C 0.55458 -4.65600 2.65008 0.0 0.1 0.1 -0.06
C 1.89579 -3.52820 0.87946 0.0 -0.1 0.0 -0.08
H 1.76958 2.81554 -2.71751 0.0 0.0 0.0 0.09
H 0.21751 3.52181 -2.22656 0.0 0.0 0.0 0.09
H 0.96778 2.25208 -1.25560 0.0 0.0 0.0 0.03
H 0.65439 0.64640 -3.17877 0.0 -0.1 0.0 0.11
H -0.79256 2.99241 -4.51007 0.0 0.0 0.0 0.09
H 0.75280 2.30501 -5.01665 0.0 0.0 0.0 0.09
H -0.72165 1.33650 -5.13980 0.0 0.0 0.0 0.09
H -2.90893 1.88319 -3.74218 0.0 0.0 0.0 0.12
H -4.41012 0.86888 -1.70245 0.0 0.0 0.0 0.14
H -3.99991 -0.17684 0.73906 0.1 -0.1 0.0 0.13
H -3.62833 1.41798 2.91066 0.0 0.0 -0.1 0.14
H -1.72814 3.18317 3.77065 0.0 0.0 0.0 0.12
H 1.29604 2.57346 1.17993 0.1 0.0 0.0 0.11
H 0.95981 3.31576 4.13008 0.0 0.0 0.0 0.09
H 2.06714 2.11895 3.44815 0.0 0.0 0.1 0.05
H 2.34292 3.83198 3.16180 0.0 0.0 0.0 0.09
H -0.16347 4.96936 2.38772 0.0 0.0 0.0 0.09
H 1.20892 5.02001 1.27292 0.0 0.0 0.0 0.09
H -0.36532 4.42737 0.71809 0.0 0.0 0.0 0.08
H -3.69405 -2.81900 0.56280 0.0 0.0 0.0 0.14
H -1.79628 -4.62183 1.34534 0.0 0.1 0.0 0.12
H 1.12427 -2.60042 2.64791 0.0 0.0 0.1 0.11
H 0.26802 -5.44234 1.94794 0.0 0.0 0.0 0.08
H 1.47657 -4.97247 3.13839 0.0 0.0 0.0 0.09
H -0.22466 -4.56934 3.40800 0.0 0.0 0.0 0.09
H 1.64798 -4.35744 0.21042 0.0 0.1 0.0 0.08
H 2.05498 -2.64673 0.26791 0.0 0.0 0.0 0.01
H 2.83512 -3.77249 1.37892 0.0 0.0 0.0 0.09
I 4.20110 -0.75512 -3.25686 0.1 0.0 0.0 1.01
C 4.19474 -0.71128 -1.18713 0.1 -0.1 -0.3 -0.63
C 5.36343 -0.98881 -0.44269 -0.1 0.1 0.0 -0.19
C 5.34908 -0.99446 0.92608 0.1 0.0 0.0 -0.66
I 7.11282 -1.42262 1.94363 0.0 0.0 0.0 0.99
C 4.14417 -0.72666 1.62748 0.0 0.1 0.2 -0.20
C 3.97071 -0.74103 3.02958 0.1 0.0 -0.1 0.00
C 2.73067 -0.52202 3.56552 -0.1 0.0 0.1 -0.03
C 1.64303 -0.26407 2.71884 0.1 0.0 0.2 -0.13
N 1.77653 -0.21545 1.40951 0.0 0.0 0.1 0.00
C 3.00593 -0.44415 0.85892 -0.2 0.3 0.0 -0.18
C 3.01497 -0.42245 -0.54890 -0.3 0.1 0.0 -0.44
O 1.86703 -0.15419 -1.18246 -0.1 0.6 0.9 -0.36
H 6.28279 -1.20378 -0.97004 0.0 0.0 0.0 0.09
H 4.82190 -0.93602 3.66901 0.0 0.0 0.0 0.08
H 2.57050 -0.54603 4.63479 0.0 0.0 0.0 0.13
H 0.64924 -0.09656 3.11503 0.0 0.0 0.0 0.13
O -4.14646 -1.80295 -3.53146 -0.1 0.1 0.0 -0.27
S -2.96276 -2.31751 -4.14947 -0.1 0.0 0.0 0.66
O -2.77017 -2.18708 -5.55543 0.1 0.0 0.0 -0.26
N -1.63099 -1.66834 -3.35561 -0.1 0.2 0.0 -0.02
C -1.05614 -2.56744 -2.65652 0.0 -0.1 0.3 -0.68
S 0.35344 -2.29757 -1.67712 -0.3 1.1 0.6 0.96
C -1.62184 -3.95618 -2.72252 0.2 0.1 0.0 -0.23
C -1.21437 -5.11139 -2.07908 0.1 0.0 0.0 -0.03
C -1.90569 -6.28665 -2.34820 0.0 0.0 0.0 -0.05
C -2.97350 -6.29770 -3.24190 0.0 0.0 0.0 -0.05
C -3.38946 -5.13115 -3.87415 -0.1 0.0 -0.1 -0.01
C -2.69333 -3.97540 -3.59216 0.0 -0.1 0.0 -0.22
H -0.37828 -5.09990 -1.38943 0.0 0.0 0.0 0.10
H -1.60735 -7.20701 -1.86368 0.0 0.0 0.0 0.11
H -3.48607 -7.22698 -3.45080 0.0 0.0 0.0 0.11
H -4.22183 -5.13038 -4.56570 0.0 0.0 0.0 0.13
```
Forces are in eV/Å.